# C35H31IrN6O2S2Sb

A structure of composition C35H31IrN6O2S2Sb (ωB97M-V/def2-TZVPD, the Open Molecules 2025 dataset).

Last column: Mulliken charge in e.
Geometry (Å):
Ir -1.28532 1.61382 -1.30678  0.16
N -2.79228 1.31966 -5.30639  -0.35
C -2.18019 1.22582 -4.16743  0.52
S -2.87149 2.20455 -2.93580  -0.49
N -1.05862 0.45445 -4.05004  -1.18
N -0.52503 0.45471 -2.83366  1.03
C 0.89001 0.04586 -2.75959  -1.12
C 1.73282 1.25186 -3.06307  0.36
C 2.93967 0.97704 -3.86825  -0.93
C 3.92559 1.94132 -3.91419  -0.58
C 3.73592 3.09402 -3.14102  -0.47
C 2.64517 3.33471 -2.37167  -0.51
C 1.55475 2.36541 -2.23435  0.78
O 0.58655 2.51987 -1.34526  -0.53
H -3.69111 1.75959 -5.34905  0.24
H -2.31217 0.78302 -5.97011  0.27
H 1.12611 -0.68931 -3.52154  0.73
H 3.03563 0.08261 -4.39783  0.55
H 4.70832 1.74408 -4.61336  0.48
H 4.37535 3.97807 -3.18136  0.36
H 2.44990 4.29718 -1.87024  0.42
O 1.15737 -0.50943 -1.46031  0.88
N 1.96056 -1.66335 -1.58269  -0.66
C 3.23185 -1.41178 -1.16856  0.22
C 3.69200 -0.12026 -0.79023  0.25
N 4.03673 0.87625 -0.25629  -0.72
C 3.94085 -2.58028 -0.87215  0.25
N 4.49064 -3.42867 -0.34007  -0.69
S -2.30338 -0.29789 -0.10938  -0.65
Sb -0.63992 -1.65311 0.55342  1.58
C -0.45122 -3.28172 -0.82998  0.91
C 0.54922 -4.27263 -0.74102  -0.30
C 0.44973 -5.34890 -1.63869  -0.56
C -0.62713 -5.45911 -2.51747  -0.49
C -1.53881 -4.42387 -2.64637  -0.72
C -1.43112 -3.36008 -1.80149  -0.52
C 1.03291 -0.64120 1.38434  0.48
C 2.23541 -1.31874 1.62018  0.09
C 3.29238 -0.68266 2.30058  -0.48
C 3.13350 0.64792 2.69795  -0.96
C 1.86724 1.30242 2.49736  -0.42
C 0.82812 0.68666 1.89856  -1.03
C -1.02622 -2.74958 2.33298  0.45
C -0.11463 -2.59783 3.45757  -0.27
C -0.05254 -3.56524 4.42523  -0.62
C -0.94278 -4.65899 4.36771  -0.50
C -1.97316 -4.71525 3.40681  -0.51
C -1.98670 -3.74637 2.36510  -0.49
H 1.46760 -4.22913 -0.11583  0.29
H 1.23513 -6.12070 -1.75637  0.36
H -0.61796 -6.26912 -3.26825  0.30
H -2.33045 -4.52817 -3.35171  0.44
H -2.23351 -2.60852 -1.85848  0.23
H 2.43198 -2.37151 1.27917  0.11
H 4.20136 -1.27167 2.39821  0.45
H 3.92758 1.09463 3.18253  0.49
H 1.62740 2.25839 2.98568  0.39
H -0.11994 1.20276 1.80375  0.54
H 0.58578 -1.72935 3.36727  0.33
H 0.63504 -3.41624 5.25020  0.41
H -1.01251 -5.45522 5.13209  0.30
H -2.78947 -5.45909 3.32677  0.35
H -2.69677 -3.81163 1.53633  0.35
C -4.12478 3.67772 2.91712  -1.59
C -2.91635 4.28824 2.23865  2.15
C -3.26273 5.66285 1.68753  -1.53
C -1.78432 4.54138 3.26017  -1.38
C -2.32832 3.45093 1.11601  1.73
C -1.95664 2.72826 0.16971  -2.21
H -4.42770 4.39550 3.73892  0.34
H -3.93802 2.66708 3.28508  0.35
H -4.90850 3.63140 2.20634  0.45
H -3.95600 6.25215 2.36792  0.34
H -3.77687 5.56037 0.71689  0.36
H -2.34702 6.23870 1.68700  0.40
H -2.18075 5.29747 3.96383  0.38
H -0.88283 4.91580 2.63421  0.33
H -1.32090 3.62206 3.74718  0.27

Values from the calculation:
Spin multiplicity: 6
<S²>: 8.812
HOMO-LUMO gap (spin up / spin down) in eV: 5.9647 / 4.6802
DFT total energy in eV: -80869.0152